Model a:
This record from the Open Molecules 2025 dataset describes 2 unconnected molecules or ions with the total composition C2H9N2O. The level of theory is ωB97M-V/def2-TZVPD.

Atoms and positions in Å:
C (0.29, 2.32, 0.79)
O (0.98, 1.91, -0.26)
H (-0.70, 1.83, 0.93)
H (0.03, 3.36, 0.84)
H (0.68, 2.02, 1.79)
N (-0.68, -0.42, -1.13)
C (-0.39, -1.20, 0.07)
N (0.42, -2.38, -0.10)
H (-0.13, -0.76, -1.91)
H (-0.38, 0.54, -1.00)
H (-1.34, -1.45, 0.54)
H (0.08, -0.63, 0.87)
H (1.22, -2.11, -0.68)
H (-0.07, -3.02, -0.73)

Multiplicity: 2
HOMO-LUMO gap (spin up / spin down): 0.3704 / 0.2604 hartree
E_LUMO (spin up / spin down): 0.96 / -2.01 eV
<S²>: 0.7546

***

Model b:
This record from the Open Molecules 2025 dataset describes 2 unconnected molecules or ions with the total composition C2H9N2O. The level of theory is ωB97M-V/def2-TZVPD.

Atoms and positions in Å:
C (-0.61, 0.81, 0.12)
C (-0.70, -0.52, -0.11)
N (0.00, -1.50, 0.60)
N (-1.61, 1.77, 0.07)
H (0.28, 1.12, 0.68)
H (-1.08, -0.95, -1.03)
H (-0.30, -1.50, 1.60)
H (1.09, -1.29, 0.38)
H (0.00, -2.52, 0.25)
H (-2.62, 1.57, 0.42)
H (-1.46, 2.77, -0.18)
H (2.37, 0.51, -1.17)
H (2.86, -1.02, -0.86)
O (2.26, -0.29, -0.60)

Multiplicity: 2
HOMO-LUMO gap (spin up / spin down): 0.1388 / 0.2501 hartree
E_LUMO (spin up / spin down): 0.37 / 0.30 eV
<S²>: 0.7585

***

In kcal/mol, relative to the most stable structure: model a 0.0; model b 50.1.

***

Model a:
This record from the Open Molecules 2025 dataset describes a single CH3N5 molecule. The level of theory is ωB97M-V/def2-TZVPD.

Atoms and positions in Å:
N (0.26, 1.65, 0.68)
C (0.04, 0.32, 0.31)
N (-0.14, -0.77, 0.97)
N (-0.34, -1.79, -0.35)
N (-0.04, -1.08, -1.43)
N (0.10, 0.13, -1.22)
H (-0.06, 2.01, 1.57)
H (0.07, 2.27, -0.10)
H (0.10, -2.75, -0.43)

Structure (SMILES): Nc1nn[nH]n1
HOMO-LUMO gap: 0.3954 hartree
E_LUMO: 0.83 eV

***

Model b:
This record from the Open Molecules 2025 dataset describes a single CH3N5 molecule. The level of theory is ωB97M-V/def2-TZVPD.

Atoms and positions in Å:
C (-0.17, -0.18, -0.07)
H (-1.94, 0.47, 0.68)
H (-1.95, -1.09, -0.16)
H (0.56, 1.85, -0.15)
N (-1.56, -0.11, -0.09)
N (0.54, -1.27, -0.08)
N (1.84, -0.90, -0.01)
N (1.96, 0.37, 0.01)
N (0.72, 0.87, -0.14)

Structure (SMILES): Nc1nnn[nH]1
HOMO-LUMO gap: 0.3847 hartree
E_LUMO: 0.59 eV

***

In kcal/mol, relative to the most stable structure: model a 29.4; model b 0.0.

***

Model a:
This record from the Open Molecules 2025 dataset describes 2 unconnected molecules or ions with the total composition C4H14N. The level of theory is ωB97M-V/def2-TZVPD.

Atoms and positions in Å:
C (-2.75, 0.17, -1.87)
C (-1.52, 1.01, -1.46)
H (-2.84, -0.77, -1.32)
H (-3.54, 0.89, -1.64)
H (-2.92, -0.01, -2.94)
H (-0.47, 0.77, -1.64)
H (-1.64, 1.12, -0.38)
H (-1.76, 2.02, -1.81)
C (1.45, -1.07, 0.02)
N (2.10, -0.24, 1.11)
C (1.22, -0.15, 2.40)
H (2.28, -1.00, -0.68)
H (0.61, -0.53, -0.39)
H (1.21, -2.08, 0.32)
H (3.05, -0.42, 1.42)
H (2.23, 0.72, 0.80)
H (0.45, -0.92, 2.38)
H (1.93, -0.41, 3.19)
H (0.92, 0.89, 2.50)

Net charge: +1
HOMO-LUMO gap: 0.4002 hartree
E_LUMO: -3.73 eV

***

Model b:
This record from the Open Molecules 2025 dataset describes 2 unconnected molecules or ions with the total composition C4H14N. The level of theory is ωB97M-V/def2-TZVPD.

Atoms and positions in Å:
C (-0.64, -1.24, -1.36)
C (-0.94, -0.54, -0.01)
C (0.26, -0.58, 0.96)
C (0.24, 0.42, 2.12)
H (0.42, -1.13, -1.63)
H (-1.22, -0.87, -2.21)
H (-0.77, -2.32, -1.32)
H (-1.72, -1.13, 0.47)
H (-1.35, 0.48, -0.13)
H (1.19, -0.41, 0.41)
H (0.37, -1.62, 1.30)
H (0.05, 1.44, 1.76)
H (1.19, 0.43, 2.66)
H (-0.56, 0.20, 2.82)
N (0.82, 1.50, -1.31)
H (1.33, 2.21, -1.83)
H (0.75, 0.64, -1.86)
H (1.32, 1.27, -0.45)
H (-0.12, 1.85, -1.10)

Net charge: +1
HOMO-LUMO gap: 0.4203 hartree
E_LUMO: -3.97 eV

***

In kcal/mol, relative to the most stable structure: model a 20.7; model b 0.0.

***

Model a:
This record from the Open Molecules 2025 dataset describes 2 unconnected molecules or ions with the total composition C4H14N. The level of theory is ωB97M-V/def2-TZVPD.

Atoms and positions in Å:
C (-1.28, 0.89, 0.17)
C (-0.96, 0.07, 1.42)
N (-2.75, 0.80, -0.30)
H (-1.04, 1.94, 0.18)
H (-0.74, 0.47, -0.68)
H (-0.79, 0.84, 2.19)
H (-0.12, -0.58, 1.25)
H (-3.30, 0.86, 0.57)
H (-2.96, 1.63, -0.86)
H (-2.90, -0.12, -0.70)
H (-1.83, -0.47, 1.78)
C (2.14, -0.52, -1.32)
C (2.53, -1.08, 0.06)
H (1.17, -0.02, -1.30)
H (2.67, 0.39, -1.53)
H (2.31, -1.27, -2.08)
H (1.93, -0.65, 0.86)
H (3.59, -1.03, 0.28)
H (2.35, -2.16, 0.02)

Net charge: +1
HOMO-LUMO gap: 0.3855 hartree
E_LUMO: -3.90 eV

***

Model b:
This record from the Open Molecules 2025 dataset describes 2 unconnected molecules or ions with the total composition C4H14N. The level of theory is ωB97M-V/def2-TZVPD.

Atoms and positions in Å:
C (-2.56, 0.73, -2.62)
C (-2.43, -0.15, -1.38)
H (-2.63, 1.80, -2.37)
H (-1.55, 0.80, -3.07)
H (-3.32, 0.39, -3.31)
H (-1.55, -0.78, -1.19)
H (-3.17, -0.97, -1.33)
H (-2.58, 0.48, -0.48)
C (1.75, 0.84, 0.75)
N (1.25, -0.49, 1.26)
C (2.24, -1.07, 2.25)
H (2.78, 0.95, 1.09)
H (1.14, 1.66, 1.14)
H (1.76, 0.94, -0.34)
H (0.25, -0.50, 1.48)
H (1.36, -1.17, 0.47)
H (2.19, -0.35, 3.09)
H (1.82, -1.97, 2.70)
H (3.24, -1.13, 1.82)

Net charge: +1
HOMO-LUMO gap: 0.3819 hartree
E_LUMO: -3.69 eV

***

In kcal/mol, relative to the most stable structure: model a 0.0; model b 7.9.

***

Model a:
This record from the Open Molecules 2025 dataset describes 3 unconnected molecules or ions with the total composition C2H10NO3. The level of theory is ωB97M-V/def2-TZVPD.

Atoms and positions in Å:
C (0.27, 0.37, 0.48)
O (1.32, -0.24, 1.18)
C (0.38, 1.80, -0.04)
N (1.52, 2.01, -0.92)
H (0.11, -0.13, -0.55)
H (-0.66, 0.25, 1.11)
H (-0.52, 2.25, -0.54)
H (0.33, 2.44, 0.86)
H (2.28, 1.50, -0.49)
H (1.24, 1.78, -1.87)
H (0.61, -2.09, -0.32)
H (0.58, -1.78, 0.93)
O (0.10, -2.52, 0.39)
H (-1.80, -1.93, 0.19)
H (-2.99, -1.61, -0.60)
O (-2.76, -2.10, 0.20)

Net charge: -1
HOMO-LUMO gap: 0.2773 hartree
E_LUMO: 4.03 eV

***

Model b:
This record from the Open Molecules 2025 dataset describes 3 unconnected molecules or ions with the total composition C2H10NO3. The level of theory is ωB97M-V/def2-TZVPD.

Atoms and positions in Å:
C (-0.61, 0.46, -0.93)
O (0.63, 0.35, -0.39)
C (-0.44, 0.45, -2.49)
N (0.62, -0.44, -2.91)
H (-1.20, 1.35, -0.55)
H (-1.35, -0.42, -0.78)
H (-0.21, 1.44, -2.93)
H (-1.46, 0.30, -2.93)
H (0.44, -1.44, -2.73)
H (1.21, -0.35, -2.06)
H (0.96, 1.98, 0.08)
H (1.66, 2.17, 1.36)
O (1.33, 2.72, 0.65)
H (-0.74, -2.99, 4.79)
H (-0.21, -2.40, 6.12)
O (-0.63, -3.18, 5.73)

Net charge: -1
HOMO-LUMO gap: 0.2357 hartree
E_LUMO: 3.00 eV

***

Model c:
This record from the Open Molecules 2025 dataset describes 3 unconnected molecules or ions with the total composition C2H10NO3. The level of theory is ωB97M-V/def2-TZVPD.

Atoms and positions in Å:
C (0.54, -1.70, 1.28)
N (0.38, -1.71, -0.18)
C (0.66, -0.36, -0.72)
O (-0.32, 0.55, -0.43)
H (-0.04, -0.89, 1.73)
H (0.14, -2.60, 1.73)
H (1.55, -1.83, 1.70)
H (-0.64, -1.73, -0.31)
H (1.66, -0.09, -0.32)
H (0.71, -0.50, -1.84)
H (0.62, 2.10, 1.57)
H (0.20, 2.50, 0.22)
O (0.53, 2.90, 1.05)
H (-1.51, 1.03, -1.12)
H (-2.11, 1.08, -2.63)
O (-2.37, 1.24, -1.72)

Net charge: -1
HOMO-LUMO gap: 0.2959 hartree
E_LUMO: 4.08 eV

***

In kcal/mol, relative to the most stable structure: model a 16.8; model b 11.2; model c 0.0.

***

Model a:
This record from the Open Molecules 2025 dataset describes a single C17H27NO2 molecule. The level of theory is ωB97M-V/def2-TZVPD.

Atoms and positions in Å:
C (-0.40, -3.01, -0.02)
C (1.06, -2.77, -0.38)
C (1.85, -2.21, 0.80)
C (3.34, -2.01, 0.49)
C (3.62, -0.80, -0.39)
C (3.56, 0.52, 0.37)
C (3.72, 1.75, -0.53)
C (2.44, 2.07, -1.31)
C (1.38, 2.59, -0.36)
O (1.56, 3.56, 0.35)
N (0.22, 1.90, -0.36)
H (0.10, 1.08, -0.92)
C (-0.88, 2.25, 0.51)
C (-1.30, 1.06, 1.38)
O (-1.93, 0.05, 0.63)
C (-3.24, 0.20, 0.25)
C (-4.07, 1.26, 0.60)
C (-5.38, 1.28, 0.17)
C (-5.89, 0.26, -0.61)
C (-5.07, -0.80, -0.96)
C (-3.75, -0.83, -0.54)
H (-3.10, -1.65, -0.80)
H (-5.45, -1.60, -1.57)
H (-6.91, 0.29, -0.94)
H (-6.01, 2.11, 0.45)
H (-3.70, 2.08, 1.21)
H (-1.94, 1.40, 2.21)
H (-0.41, 0.59, 1.80)
H (-0.53, 3.08, 1.14)
H (-1.74, 2.59, -0.09)
H (2.65, 2.86, -2.03)
H (2.08, 1.20, -1.86)
H (3.96, 2.62, 0.08)
H (4.54, 1.58, -1.23)
H (4.36, 0.53, 1.12)
H (2.61, 0.60, 0.91)
H (4.62, -0.90, -0.82)
H (2.92, -0.78, -1.23)
H (3.88, -1.89, 1.43)
H (3.71, -2.91, 0.00)
H (1.40, -1.27, 1.12)
H (1.76, -2.91, 1.64)
H (1.11, -2.07, -1.22)
H (1.52, -3.71, -0.71)
H (-0.47, -3.73, 0.79)
H (-0.87, -2.08, 0.28)
H (-0.94, -3.41, -0.88)

Structure (SMILES): CCCCCCCCC(=O)NCCOc1ccccc1
HOMO-LUMO gap: 0.3519 hartree
E_LUMO: 0.85 eV

***

Model b:
This record from the Open Molecules 2025 dataset describes a single C17H27NO2 molecule. The level of theory is ωB97M-V/def2-TZVPD.

Atoms and positions in Å:
C (-2.42, -3.76, 1.23)
C (-2.98, -3.60, -0.18)
C (-3.50, -2.19, -0.47)
C (-2.38, -1.15, -0.48)
O (-2.76, 0.10, -1.01)
C (-3.67, 0.83, -0.20)
C (-3.65, 2.29, -0.64)
H (-4.56, 2.78, -0.29)
C (-2.44, 3.04, -0.09)
N (-1.19, 2.41, -0.45)
C (-0.44, 1.73, 0.44)
O (-0.66, 1.74, 1.63)
C (0.74, 1.02, -0.21)
H (1.31, 1.76, -0.78)
H (0.35, 0.28, -0.91)
C (1.66, 0.34, 0.82)
C (3.00, 0.01, 0.21)
C (3.09, -0.80, -0.91)
C (4.33, -1.11, -1.46)
C (5.48, -0.61, -0.89)
C (5.40, 0.20, 0.23)
C (4.17, 0.50, 0.78)
H (4.11, 1.14, 1.65)
H (6.30, 0.59, 0.69)
H (6.45, -0.85, -1.31)
H (4.38, -1.74, -2.33)
H (2.20, -1.20, -1.37)
C (1.00, -0.92, 1.40)
H (0.08, -0.64, 1.91)
H (1.67, -1.38, 2.12)
H (0.78, -1.64, 0.62)
H (1.81, 1.05, 1.64)
H (-1.05, 2.24, -1.44)
H (-2.44, 4.07, -0.46)
H (-2.47, 3.06, 1.00)
H (-3.64, 2.32, -1.73)
H (-3.38, 0.75, 0.86)
H (-4.68, 0.42, -0.31)
H (-1.57, -1.49, -1.13)
H (-1.98, -1.00, 0.54)
H (-4.24, -1.92, 0.29)
H (-3.98, -2.17, -1.44)
H (-2.20, -3.85, -0.91)
H (-3.80, -4.30, -0.32)
H (-2.15, -4.80, 1.40)
H (-1.54, -3.15, 1.37)
H (-3.17, -3.47, 1.96)

Structure (SMILES): CCCCOCCCNC(=O)C[C@@H](C)c1ccccc1
HOMO-LUMO gap: 0.3630 hartree
E_LUMO: 0.84 eV

***

In kcal/mol, relative to the most stable structure: model a 0.0; model b 1.2.